A structure of composition C29H36HgN4OSi, computed with ωB97M-V/def2-TZVPD.

Last column: Löwdin spin population.
Element x y z (Å)
Hg -0.7602 0.3584 0.1444  0.390
C -2.2050 -2.7011 -0.8705  0.014
Si -0.9950 -3.2805 0.4453  0.017
C -1.8541 -3.1828 2.1095  -0.001
C -0.7278 -5.1119 0.0620  0.004
N 0.4102 -2.3391 0.3184  0.109
C 1.5287 -2.3621 1.0752  0.004
C 1.8549 -3.3495 2.0379  0.012
C 3.0525 -3.3503 2.7361  0.000
C 3.9777 -2.3319 2.5527  0.011
C 3.6849 -1.3131 1.6472  0.000
C 2.5139 -1.3497 0.9175  0.008
O 2.1463 -0.3667 0.0198  0.026
C 2.9839 0.6891 -0.2315  0.003
C 4.1053 0.5158 -1.0316  0.000
C 4.9035 1.6078 -1.3388  0.000
C 4.5862 2.8701 -0.8485  0.000
C 3.4623 3.0320 -0.0472  0.000
C 2.6553 1.9422 0.2615  0.006
H -2.9881 -3.4506 -1.0373  0.000
H -1.6841 -2.5345 -1.8199  0.000
H -2.6961 -1.7638 -0.5863  0.014
H -2.8749 -3.5771 2.0676  0.000
H -1.9074 -2.1378 2.4376  0.000
H -1.3057 -3.7399 2.8758  0.000
H -1.6608 -5.6713 0.1990  0.000
H 0.0332 -5.5636 0.7058  0.000
H -0.4026 -5.2425 -0.9762  0.000
H 1.1263 -4.1350 2.2117  0.001
H 3.2606 -4.1467 3.4418  0.000
H 4.9063 -2.3130 3.1081  0.001
H 4.3726 -0.4855 1.5220  0.000
H 4.3359 -0.4744 -1.4051  0.000
H 5.7803 1.4726 -1.9614  0.000
H 5.2125 3.7208 -1.0884  0.000
H 3.2137 4.0068 0.3551  0.000
H 1.7798 2.0503 0.8916  0.006
N 0.0856 2.5892 -2.1728  0.028
C 0.3523 1.9445 -3.4586  0.002
C 1.1077 0.6397 -3.2554  0.004
N 0.2989 -0.3383 -2.5446  0.060
H -0.4477 3.4403 -2.2775  0.000
H 0.9499 2.8084 -1.6896  0.001
H 0.9299 2.5722 -4.1478  0.001
H -0.6082 1.7279 -3.9360  0.000
H 1.9908 0.8524 -2.6488  0.000
H 1.4605 0.2887 -4.2332  0.002
H 0.8367 -1.0777 -2.1052  0.000
H -0.4285 -0.7418 -3.1187  0.000
C -5.0498 0.6290 4.0266  -0.003
C -4.0108 0.4451 4.9371  0.001
C -2.6912 0.6398 4.5670  0.005
C -2.3427 0.9931 3.2413  0.014
C -3.4095 1.2041 2.3444  0.011
C -4.7298 1.0218 2.7322  0.000
N -1.0471 1.0189 2.8023  0.179
C -0.0086 1.5344 3.5175  0.006
C -0.1328 2.5744 4.4701  0.016
C 0.9820 3.1134 5.0923  -0.001
C 2.2645 2.6542 4.7984  0.016
C 2.4033 1.6162 3.8799  -0.002
C 1.2973 1.0607 3.2621  0.013
H -6.0798 0.4622 4.3178  0.000
H -4.2357 0.1408 5.9543  0.001
H -1.8936 0.4750 5.2818  0.000
H -3.1696 1.5166 1.3340  0.018
H -5.5244 1.1938 2.0135  0.000
H -1.1217 2.9600 4.6904  0.001
H 0.8509 3.9063 5.8227  0.000
H 3.1321 3.0897 5.2789  0.001
H 3.3909 1.2300 3.6456  -0.001
H 1.4071 0.2215 2.5815  0.002

Values from the calculation:
**HOMO (alpha / beta)**: -3.61 / -3.46 eV
**Total charge**: -1
**Multiplicity**: 2
**⟨S²⟩**: 0.760
**Energy relative to the best compared isomer or geometry (same formula, charge and spin)**: 0.249 eV

---

A structure of composition C3H9Cl3NPSi, computed with ωB97M-V/def2-TZVPD.

Last column: Mulliken charge in e.
Element x y z (Å)
C -1.4050 1.5882 1.2076  -1.013
C -0.9285 0.4387 -1.7139  -1.003
C -1.1693 -1.6811 0.7868  -0.980
N 1.8226 -0.7037 -0.7566  -0.185
Si -0.7341 0.0498 0.0985  0.690
P 3.4088 -0.7766 -0.9806  0.169
Cl 1.3577 0.3096 0.6058  -0.001
Cl 4.1328 1.1522 -0.8013  -0.230
Cl 4.1617 -1.4990 0.8597  -0.264
H -0.9948 2.6681 1.0034  0.293
H -2.3985 1.4756 0.8322  0.295
H -1.2389 1.3488 2.2766  0.305
H -0.1055 -0.1744 -2.1312  0.340
H -1.8681 0.2057 -2.1916  0.395
H -0.3357 1.4126 -1.6849  0.261
H -1.6498 -2.2651 -0.0766  0.307
H -0.1712 -2.1106 1.0571  0.305
H -1.8842 -1.4389 1.6090  0.317

Values from the calculation:
**HOMO**: -9.17 eV
**Energy relative to the best compared isomer or geometry (same formula, charge and spin)**: 3.075 eV

---

A cluster of 7 separate species, C44H85F7IN10O9 in total, computed with ωB97M-V/def2-TZVPD.

Last column: Mulliken charge in e.
Element x y z (Å)
C 7.8579 -0.0616 -0.3248  -0.891
C 7.4467 1.1432 -1.3139  -0.094
C 7.4793 0.7458 -2.8860  -0.679
C 6.0622 1.2605 -3.5191  -0.355
C 5.9715 2.8833 -3.4076  -0.486
C 4.7734 3.5031 -4.2819  -0.317
C 4.1804 4.8891 -3.7289  -0.841
C 2.9801 4.7297 -2.6723  -0.008
C 1.6497 4.0410 -3.3249  -0.643
N 0.7225 3.4709 -2.3138  0.535
C -0.4088 4.2767 -1.9490  0.407
C -0.9548 5.6999 -2.3716  -0.464
O -1.1832 5.8821 -3.7873  -0.253
C -0.9161 7.2556 -4.1829  0.576
C 0.5502 7.9333 -4.0410  -0.591
O -1.8251 8.0091 -4.6279  -0.507
N -1.0248 3.4457 -0.9505  -0.314
C -0.3428 2.1836 -0.7197  -0.052
N -0.6115 1.1434 0.0868  1.234
C -1.8441 1.3887 0.9594  -0.880
C -3.2246 0.9084 0.3215  -0.268
C -3.5624 1.4195 -1.1519  -0.888
C -2.8465 0.5383 -2.3311  0.309
C -3.5986 -0.9131 -2.3709  -0.608
C -2.5468 -2.0688 -2.8500  0.122
C -2.8669 -2.6247 -4.3265  -1.026
C -2.3148 -1.6386 -5.5048  0.017
O -3.4679 -1.0872 -6.2262  -0.412
C -3.4128 0.3638 -6.2502  -0.573
C 0.0689 -0.1257 0.2544  -0.001
F -0.9245 -1.0431 0.8113  -0.359
F 0.3327 -0.8648 -0.9571  -0.190
C 1.2239 -0.2256 1.3563  0.497
F 1.4544 -1.6374 1.5542  -0.254
F 2.4753 0.3288 1.0439  -0.283
C 0.8326 0.3330 2.8167  0.408
F -0.1619 -0.4037 3.4803  -0.127
F 0.5972 1.7511 2.8252  -0.345
F 2.0515 0.1656 3.6250  -0.123
N 0.7781 2.2918 -1.6056  -0.625
I 2.4247 1.2132 -2.0945  0.280
H 8.3422 -0.8876 -0.9508  0.277
H 6.8734 -0.4514 0.1429  0.174
H 8.5682 0.3478 0.4703  0.264
H 8.1097 2.0808 -1.2098  0.296
H 6.3776 1.4924 -1.0417  -0.006
H 7.6108 -0.3778 -3.0716  0.395
H 8.3505 1.3240 -3.3806  0.288
H 6.0389 0.9303 -4.6206  0.312
H 5.2497 0.7597 -2.8790  -0.142
H 5.9402 3.2227 -2.3009  0.243
H 6.9606 3.2714 -3.8418  0.324
H 3.9580 2.7049 -4.4587  0.131
H 5.2118 3.7276 -5.3293  0.361
H 3.8144 5.4920 -4.6352  0.303
H 5.0527 5.5028 -3.2763  0.358
H 2.7032 5.8005 -2.3313  0.262
H 3.3841 4.1276 -1.7801  0.178
H 1.1387 4.9203 -3.8820  0.047
H 1.9235 3.3129 -4.1837  0.386
H -0.2753 6.4925 -1.8903  0.192
H -1.9848 5.8301 -1.8562  0.376
H 0.6854 8.1029 -2.9009  0.236
H 1.3935 7.2053 -4.3350  0.108
H 0.6188 8.9507 -4.5476  0.334
H -1.7199 0.9367 2.0191  0.098
H -1.9741 2.5153 1.2039  0.678
H -4.0669 1.3034 1.0143  0.465
H -3.2882 -0.2434 0.4217  -0.003
H -4.6956 1.2243 -1.3108  0.466
H -3.4377 2.5515 -1.3162  0.263
H -1.7524 0.3023 -2.1087  -0.331
H -3.0187 1.0797 -3.3301  0.049
H -3.9871 -1.2377 -1.3465  0.270
H -4.4911 -0.9276 -3.0880  0.447
H -1.4541 -1.6842 -2.8457  0.015
H -2.5422 -2.9728 -2.1277  0.025
H -2.3091 -3.6209 -4.4778  0.320
H -4.0101 -2.7635 -4.4349  0.349
H -1.7118 -2.2550 -6.2550  0.129
H -1.6298 -0.8224 -5.0880  0.299
H -4.0475 0.7158 -7.1404  0.274
H -3.9321 0.7409 -5.2941  0.154
H -2.3467 0.7545 -6.3850  0.298
C -1.0189 -3.7997 2.1279  0.083
C -1.8173 -4.5751 1.1156  0.596
O -2.1276 -4.0994 0.0290  -0.646
N -2.1969 -5.8399 1.4363  -0.210
C -1.9336 -6.5734 2.6566  -0.791
H -0.7929 -2.8112 1.7293  -0.932
H -1.5962 -3.6771 3.0477  0.370
H -0.0766 -4.3114 2.3365  0.472
H -2.7292 -6.2955 0.7076  0.248
H -1.3857 -7.4822 2.3979  0.304
H -2.8921 -6.8493 3.1008  0.233
H -1.3557 -5.9917 3.3717  0.319
C -2.6542 -2.2547 -9.1153  -1.083
C -1.7790 -3.4540 -8.8678  0.762
O -1.7909 -4.0595 -7.8026  -0.649
N -0.9547 -3.8642 -9.8702  -0.176
C -0.7909 -3.2937 -11.1898  -0.812
H -3.2524 -2.0522 -8.2246  0.080
H -2.0381 -1.3768 -9.3242  0.340
H -3.3323 -2.4502 -9.9493  0.454
H -0.4010 -4.6738 -9.6263  0.247
H -1.0288 -4.0633 -11.9274  0.281
H 0.2543 -2.9991 -11.3081  0.274
H -1.4319 -2.4289 -11.3480  0.322
C 2.2547 3.0509 8.0926  -1.117
C 0.9575 3.5414 7.5080  0.718
O 0.3795 4.5257 7.9454  -0.659
N 0.4259 2.8540 6.4583  -0.053
C 0.9432 1.6769 5.7974  -0.086
H 2.5470 3.7010 8.9178  0.312
H 2.1338 2.0361 8.4788  0.299
H 3.0427 3.0775 7.3363  0.325
H -0.4435 3.2457 6.1234  0.208
H 1.0979 1.9163 4.7502  0.051
H 0.1948 0.8841 5.8767  0.067
H 1.8806 1.3368 6.2333  -0.076
C 6.5243 -2.7669 5.6404  -1.147
C 6.8696 -1.3074 5.5161  0.706
O 8.0186 -0.9239 5.3507  -0.645
N 5.8565 -0.3994 5.5925  -0.114
C 4.4434 -0.6426 5.7829  -0.552
H 7.4350 -3.3611 5.5593  0.295
H 6.0688 -2.9645 6.6134  0.336
H 5.8461 -3.0633 4.8369  0.323
H 6.1697 0.5571 5.5003  0.200
H 3.9075 -0.2226 4.9295  0.133
H 4.1274 -0.1248 6.6920  0.192
H 4.2141 -1.7027 5.8703  0.293
C -6.6590 -5.8086 5.6627  -1.422
C -5.3416 -5.4543 5.0280  0.959
O -4.2756 -5.8637 5.4711  -0.641
N -5.3550 -4.6521 3.9267  -0.013
C -6.4955 -4.0684 3.2521  -0.908
H -6.4823 -6.4510 6.5260  0.322
H -7.1680 -4.9042 6.0039  0.359
H -7.2859 -6.3509 4.9515  0.365
H -4.4324 -4.4610 3.5601  0.055
H -6.4965 -4.4175 2.2173  0.318
H -6.3797 -2.9822 3.2605  0.256
H -7.4372 -4.3366 3.7266  0.362
C -3.1619 0.9121 6.5075  -1.333
C -3.9514 0.1357 5.4876  0.915
O -4.2657 0.6175 4.4041  -0.659
N -4.3180 -1.1377 5.7945  -0.029
C -4.0501 -1.8850 7.0056  -0.846
H -2.9461 1.9074 6.1168  0.215
H -3.7395 1.0215 7.4278  0.440
H -2.2143 0.4078 6.7107  0.341
H -4.8440 -1.5902 5.0595  0.063
H -3.4925 -2.7849 6.7364  0.260
H -5.0058 -2.1778 7.4456  0.277
H -3.4792 -1.3071 7.7294  0.360

Values from the calculation:
**HOMO**: -10.62 eV
**Total charge**: +1

---

A cluster of 5 separate species, C37H74BrNO20S in total, computed with ωB97M-V/def2-TZVPD.

Last column: Mulliken charge in e.
Element x y z (Å)
C 0.8842 -1.1080 6.5832  -1.262
C 0.8363 -0.1941 5.3071  0.977
C -0.4928 0.6221 5.1989  -1.608
C -0.7308 1.3007 3.8133  0.425
C 0.6041 2.0632 3.4505  -1.753
C -1.2674 0.3629 2.6617  1.112
C -0.4911 0.4423 1.3060  -2.546
C 0.8583 -0.3532 1.3191  0.557
C 2.0547 0.5348 0.8523  0.264
O 2.0018 1.3038 -0.0323  -0.570
O 3.2338 0.4282 1.5566  -0.535
O -2.5163 1.0491 2.2731  -0.422
S -3.7133 0.6122 3.3103  1.464
O -3.9264 1.5086 4.3880  -0.641
O -4.8760 0.2316 2.5916  -0.567
O -2.9571 -0.7686 3.8161  -0.554
C -1.8161 -1.0636 2.9670  0.868
C -2.5233 -1.7798 1.7545  -0.882
C -3.3772 -3.0081 2.1683  -0.037
O -4.3730 -2.9885 2.7449  -0.339
Br -2.7106 -4.7909 1.5918  -0.190
O -1.0760 -1.9640 3.7826  -0.424
C -0.2767 -2.7626 3.1048  0.632
N 0.2405 -3.6064 2.5792  -0.533
H 1.5301 -0.6247 7.3394  0.313
H 1.2568 -2.1041 6.2823  0.099
H -0.1529 -1.2016 6.9648  0.478
H 1.6734 0.5327 5.3949  0.506
H 1.0636 -0.7824 4.3891  -0.615
H -0.4270 1.4377 5.9531  0.598
H -1.3139 -0.0403 5.5366  0.500
H -1.4618 2.1157 3.9819  0.435
H 1.4539 1.3875 3.2739  0.380
H 0.4147 2.7234 2.5775  0.422
H 0.8071 2.7561 4.2928  0.481
H -1.0961 0.0274 0.4732  0.538
H -0.3111 1.4954 1.0148  0.772
H 1.1456 -0.7083 2.3326  -0.429
H 0.8017 -1.1801 0.5849  0.412
H 3.0839 -0.0896 2.3658  0.273
H -3.2066 -1.0932 1.2122  0.744
H -1.7985 -2.1197 0.9815  0.656
C -0.7929 -3.6238 -4.8266  -0.694
O 0.4027 -3.8607 -4.1139  -0.198
C 1.4292 -4.4366 -4.9097  -0.594
C 2.7901 -3.8597 -4.5577  -0.233
O 2.9947 -2.5173 -4.9829  -0.468
C 2.2585 -1.4932 -4.3197  -0.067
C 2.6547 -1.2655 -2.8707  -0.608
O 2.1683 -2.3141 -2.0373  -0.202
C 3.0677 -2.6721 -1.0111  -0.854
H -1.3299 -4.5634 -4.9949  0.318
H -1.4170 -2.9637 -4.2243  0.223
H -0.5970 -3.1272 -5.7831  0.245
H 1.2372 -4.2733 -5.9750  0.345
H 1.4332 -5.5159 -4.7135  0.389
H 3.5411 -4.4477 -5.0925  0.426
H 3.0119 -3.9721 -3.4960  0.038
H 1.1853 -1.6530 -4.4265  0.127
H 2.4886 -0.5756 -4.8682  0.219
H 2.1987 -0.3324 -2.5190  0.282
H 3.7430 -1.1795 -2.8011  0.384
H 4.0785 -2.8298 -1.4020  0.468
H 2.7266 -3.6104 -0.5719  0.290
H 3.0854 -1.9006 -0.2329  0.166
C -7.3697 2.7856 3.1812  -0.608
O -8.0538 3.4291 2.1253  -0.316
C -7.5413 4.7180 1.8257  -0.522
C -7.5340 4.9725 0.3282  -0.279
O -6.5514 4.2382 -0.3944  -0.483
C -6.7321 2.8301 -0.5154  -0.104
C -7.9102 2.4129 -1.3805  -0.618
O -9.1420 2.6261 -0.7042  -0.266
C -10.1738 3.0776 -1.5541  -0.831
H -7.6595 3.2209 4.1437  0.363
H -7.6496 1.7327 3.1712  0.241
H -6.2850 2.8488 3.0499  0.181
H -6.5238 4.8353 2.2122  0.307
H -8.1914 5.4546 2.3146  0.384
H -7.2746 6.0241 0.1773  0.415
H -8.5242 4.8357 -0.1076  0.086
H -6.7630 2.3539 0.4650  0.011
H -5.8243 2.4679 -1.0063  0.392
H -7.8352 1.3385 -1.5897  0.386
H -7.8787 2.9639 -2.3255  0.358
H -9.8402 3.9175 -2.1735  0.376
H -10.9969 3.4251 -0.9293  0.231
H -10.5309 2.2627 -2.1928  0.319
C 6.7494 -3.0269 8.3853  -0.787
O 6.3404 -3.3436 7.0711  -0.280
C 4.9582 -3.6527 6.9693  -0.699
C 4.3590 -3.0861 5.6935  -0.292
O 4.2052 -1.6692 5.6848  -0.250
C 5.3913 -0.8804 5.6257  -0.454
C 6.1517 -0.9726 4.3121  -0.270
O 6.8354 -2.2124 4.2039  -0.302
C 6.8298 -2.7406 2.8942  -0.769
H 6.8185 -3.9351 8.9931  0.315
H 7.7351 -2.5655 8.3271  0.236
H 6.0662 -2.3118 8.8558  0.350
H 4.4044 -3.2611 7.8286  0.360
H 4.8636 -4.7455 6.9571  0.411
H 3.3444 -3.4852 5.6044  0.424
H 4.8996 -3.4256 4.8098  0.091
H 6.0367 -1.0815 6.4806  0.088
H 5.0510 0.1537 5.7328  0.456
H 6.9083 -0.1792 4.2826  0.440
H 5.4552 -0.8327 3.4787  0.033
H 5.8204 -2.7356 2.4676  0.304
H 7.1686 -3.7752 2.9470  0.258
H 7.5096 -2.1755 2.2484  0.325
C 0.7585 4.8256 -6.5101  -0.826
O 0.4214 3.7750 -7.3911  -0.242
C 0.4887 4.1437 -8.7614  -0.552
C 1.0524 3.0159 -9.6093  -0.260
O 2.4462 2.7828 -9.4408  -0.466
C 2.8804 2.2257 -8.2041  -0.483
C 2.4490 0.7875 -7.9683  -0.320
O 1.0659 0.7198 -7.6438  -0.262
C 0.4175 -0.4023 -8.2021  -0.820
H -0.0618 5.5485 -6.4460  0.313
H 0.9266 4.3943 -5.5234  0.225
H 1.6792 5.3298 -6.8223  0.381
H 1.1077 5.0361 -8.8973  0.354
H -0.5324 4.3688 -9.0936  0.380
H 0.9353 3.3066 -10.6570  0.414
H 0.4835 2.0944 -9.4815  0.076
H 2.6078 2.8703 -7.3681  0.148
H 3.9726 2.2329 -8.2563  0.418
H 3.0034 0.3833 -7.1123  0.269
H 2.6779 0.1899 -8.8556  0.369
H 0.6432 -0.5020 -9.2694  0.402
H -0.6581 -0.2569 -8.0968  0.245
H 0.7076 -1.3169 -7.6730  0.226

Values from the calculation:
**HOMO**: -8.96 eV
**Energy relative to the best compared isomer or geometry (same formula, charge and spin)**: 10.578 eV

---

no.,energy (eV)
1,-50719.02352
2,-59480.45383
3,-107443.68767
4,-162876.73140